[1]
Molecular formula: C20H28NO2SeSr
Method: DFT, ωB97M-V/def2-TZVPD

- Energy relative to the best compared isomer or geometry (same formula, charge and spin): 0.000 eV

The geometry in ORCA input format:
```
! RIJCOSX wB97M-V def2-TZVPD def2/J DEFGRID3
* xyz -1 1
O -1.62018 1.77898 -0.69342
C -0.59472 2.14651 -1.67439
C -1.18153 3.55006 -1.82660
H -0.74093 1.48987 -2.53384
H 0.43553 2.08394 -1.31024
C -2.34194 2.99987 -0.96878
H -1.53374 3.79384 -2.82971
H -0.49651 4.25459 -1.33063
C -3.56134 2.48322 -1.71529
H -3.19763 1.93302 -2.58737
H -4.26148 3.26939 -2.01591
H -4.07883 1.73772 -1.07846
C -2.69586 3.71486 0.31476
H -1.82430 4.22212 0.74949
H -3.15247 3.01385 1.04345
H -3.44796 4.48174 0.10437
Sr 1.32515 -1.83096 0.97508
C 1.69703 0.69492 2.35291
C 3.03064 0.31104 2.69858
C 3.88731 0.67778 1.62444
H 3.32963 -0.15146 3.63914
C 3.07664 1.21532 0.58224
C 1.71719 1.23880 1.03835
H 0.86210 1.69071 0.52929
H 0.81593 0.62498 2.99510
H 4.97920 0.62752 1.62915
H 3.43720 1.57151 -0.38426
C -1.25961 -1.92714 2.92999
C -1.38800 -0.49881 2.89533
C -1.83445 -0.14846 1.60863
H -1.21988 0.17184 3.74737
C -1.85463 -1.32402 0.78312
C -1.54245 -2.43003 1.61007
H -1.51885 -3.49094 1.35215
H -1.31703 -2.51243 3.85358
H -2.28202 0.80488 1.33504
H -2.20784 -1.35248 -0.24905
O 0.82664 -1.98259 -1.25010
C 0.60432 -1.42170 -2.62960
C 1.29076 -2.44157 -3.58843
H 1.16694 -0.44566 -2.63916
H -0.49644 -1.25711 -2.79874
C 2.02752 -3.49614 -2.70947
H 1.98282 -1.86914 -4.22995
H 0.54405 -2.94792 -4.21710
C 1.89568 -2.97894 -1.28607
H 3.08251 -3.56878 -2.99812
H 1.55886 -4.48908 -2.76618
H 2.86347 -2.44690 -1.05975
H 1.67327 -3.77488 -0.53373
Se 1.47279 -2.86701 6.00257
C 1.17613 -2.57052 4.32462
N 0.89133 -2.35820 3.18557
*
```


[2]
Molecular formula: C20H28NO3Ru
Method: DFT, ωB97M-V/def2-TZVPD

- Energy relative to the best compared isomer or geometry (same formula, charge and spin): 0.365 eV

The geometry in ORCA input format:
```
! RIJCOSX wB97M-V def2-TZVPD def2/J DEFGRID3
* xyz 1 5
O 0.54071 0.32725 -4.57764
C 0.36091 1.61661 -5.21219
C 0.11801 1.03337 -6.60506
H 1.26349 2.22923 -5.15382
H -0.50486 2.14918 -4.81135
C 0.33881 -0.32336 -5.86787
H 0.88629 1.27523 -7.34252
H -0.89503 1.17363 -6.98823
C 1.56945 -1.06571 -6.34694
H 2.44689 -0.40973 -6.38271
H 1.39157 -1.45750 -7.35630
H 1.78212 -1.91132 -5.68308
C -0.88040 -1.21969 -5.86207
H -1.77356 -0.67090 -5.54323
H -0.71788 -2.06325 -5.18179
H -1.05545 -1.61537 -6.86930
Ru -0.10860 -0.32533 4.07288
C -2.06745 -0.46328 4.60386
C -1.88125 0.98141 4.73615
C -1.89813 1.57085 3.42716
H -1.85560 1.52240 5.66925
C -2.20375 0.54857 2.49849
C -2.23040 -0.71072 3.17231
H -2.50832 -1.67915 2.73706
H -2.21645 -1.18862 5.38608
H -1.68697 2.60472 3.19594
H -2.42756 0.69315 1.43794
C 1.30936 -1.68972 4.90444
C 0.35071 -2.32034 3.99739
C 0.81689 -2.02273 2.65992
H -0.48081 -2.97232 4.27349
C 1.97425 -1.20118 2.73948
C 2.24071 -0.91165 4.10112
H 2.97030 -0.20783 4.47781
H 1.37640 -1.92537 5.96213
H 0.38896 -2.47735 1.75183
H 2.56996 -0.84249 1.89341
O 0.30289 0.58608 1.23567
C -0.04872 -0.27611 0.13099
C -0.34379 0.61612 -1.05927
H -0.89647 -0.91119 0.41490
H 0.80615 -0.93536 -0.07574
C 0.56651 1.82699 -0.77752
H -1.39892 0.93519 -1.01259
H -0.15022 0.14348 -2.02710
C 0.50155 1.92355 0.73797
H 0.24849 2.73811 -1.28871
H 1.59213 1.57548 -1.08838
H -0.35718 2.54012 1.04242
H 1.40883 2.34519 1.18433
O -0.06520 0.08253 8.04820
C 0.14390 0.27232 6.89382
N 0.38672 0.48682 5.72695
*
```


[3]
Molecular formula: C20H28NO5RuS
Method: DFT, ωB97M-V/def2-TZVPD

- Energy relative to the best compared isomer or geometry (same formula, charge and spin): 1.452 eV

The geometry in ORCA input format:
```
! RIJCOSX wB97M-V def2-TZVPD def2/J DEFGRID3
* xyz 0 2
Ru -0.23365 -0.34657 0.22479
C -1.63190 1.78141 2.46518
O -0.53604 1.88481 1.55558
C -0.54182 3.13831 0.86818
C -1.22384 3.06930 -0.48117
O -0.33879 2.49563 -1.40925
C -0.90507 2.42837 -2.69906
H -1.58192 2.58767 3.20112
H -1.55786 0.81219 2.94950
H -2.58586 1.82922 1.93167
H 0.49736 3.44658 0.72945
H -1.03823 3.88151 1.49700
H -1.50678 4.07919 -0.81243
H -2.14043 2.46570 -0.40151
H -1.26843 3.41185 -3.02178
H -1.72301 1.70374 -2.72362
H -0.12217 2.10119 -3.38091
O -2.59916 -2.64706 2.26314
C -1.46803 -2.33210 1.99662
O -1.14871 -1.05168 1.77549
C -0.31832 -3.28814 2.00724
C -0.18968 -4.14782 3.08888
C 0.85225 -5.05714 3.14681
C 1.75843 -5.11492 2.09934
C 1.63222 -4.26895 1.01166
C 0.59313 -3.33898 0.94117
S 0.40077 -2.38103 -0.52528
H -0.92748 -4.09869 3.87938
H 0.95501 -5.71989 3.99521
H 2.57570 -5.82478 2.12932
H 2.34240 -4.31941 0.19674
C -3.44477 -0.82340 -2.48141
C -2.82467 -0.94457 -1.09450
C -3.71650 -0.33352 -0.02558
O -1.58662 -0.28259 -1.14952
H -4.40619 -1.33993 -2.51974
H -2.78804 -1.25904 -3.23273
H -3.61673 0.22605 -2.72760
H -2.64876 -2.00802 -0.87921
H -3.84899 0.73323 -0.22523
H -3.30371 -0.47340 0.97593
H -4.70367 -0.80190 -0.05356
C 5.35726 2.28609 -1.65850
C 4.06232 1.66505 -1.23251
C 3.28038 0.93060 -2.11641
C 2.11404 0.33906 -1.67168
N 1.67674 0.47419 -0.41803
C 2.41183 1.18541 0.43833
C 3.60553 1.77698 0.07705
H 5.40588 2.40130 -2.73967
H 6.19331 1.65564 -1.35052
H 5.49587 3.26339 -1.19740
H 3.57930 0.80317 -3.14794
H 1.50525 -0.27153 -2.32554
H 2.01407 1.28539 1.44156
H 4.16681 2.33282 0.81597
*
```


[4]
Molecular formula: C20H29AsN3OSi2Tc
Method: DFT, ωB97M-V/def2-TZVPD

- E_tot: -106515.2711 eV

The geometry in ORCA input format:
```
! RIJCOSX wB97M-V def2-TZVPD def2/J DEFGRID3
* xyz 1 2
Tc 0.02589 -0.03160 -0.13705
O -1.62003 3.75818 -1.18048
C -1.25308 2.71397 -0.81515
N -0.87370 1.65322 -0.43902
C 0.66676 -4.39826 -3.79617
Si -0.75172 -3.76315 -2.68419
C -2.34986 -3.42868 -3.67301
C -0.99580 -4.96164 -1.22236
As 0.07020 -1.66093 -1.81003
Si 0.06582 -0.18222 -3.72702
C 1.27976 1.22226 -3.25394
C -1.70664 0.51136 -3.84162
C 0.67545 -0.93976 -5.36416
H 0.39927 -5.33615 -4.27233
H 1.56640 -4.56958 -3.21016
H 0.91312 -3.68869 -4.57980
H -2.80052 -4.35400 -4.02011
H -2.14654 -2.81409 -4.54660
H -3.08294 -2.91169 -3.05805
H -1.42339 -5.90012 -1.56202
H -1.65550 -4.54536 -0.46588
H -0.04509 -5.18653 -0.74625
H 0.96825 1.70722 -2.32776
H 1.29340 1.98215 -4.02907
H 2.29899 0.85719 -3.14205
H -2.07306 0.77403 -2.84904
H -2.39606 -0.20886 -4.27252
H -1.74018 1.40388 -4.46002
H 1.67671 -1.35098 -5.27191
H 0.70981 -0.16034 -6.11844
H 0.01729 -1.71942 -5.73154
C -0.89912 -4.68793 3.13907
C 0.06228 -4.26940 2.21033
C -0.02441 -3.03010 1.63243
C -1.06981 -2.13827 1.94944
C -1.20292 -0.84878 1.34643
C -2.16532 0.00790 1.85668
C -3.02345 -0.36268 2.89651
C -2.96784 -1.62858 3.41216
C -1.99755 -2.54124 2.95402
C -1.89858 -3.83288 3.50995
H -0.83732 -5.67480 3.56823
H 0.87636 -4.93244 1.96112
H 0.74168 -2.70111 0.92926
H -2.26721 1.00635 1.45551
H -3.72777 0.36139 3.27886
H -3.64633 -1.93296 4.19504
H -2.62508 -4.12258 4.25076
N 2.86201 1.26811 0.27264
C 3.89609 1.33955 1.13254
C 3.44845 0.85027 2.33898
C 2.11310 0.50704 2.12473
N 1.76937 0.76748 0.86572
H 2.83568 1.59602 -0.68214
H 4.85182 1.72198 0.84167
H 4.00619 0.74489 3.24656
H 1.40243 0.09709 2.81963
*
```